Density functional theory data (ωB97M-V/def2-TZVPD) for C15H26BF4N2O8PS3 in the gas phase at a distorted geometry.

Structure (XYZ):
```
60
Properties=species:S:1:pos:R:3:lowdin_charge:R:1
C 1.434 -3.332 -1.169 0.024
B 0.440 -2.081 -1.025 -0.423
O -0.659 -2.080 -1.842 0.154
C 0.795 -0.945 0.069 -0.201
C 1.075 -1.786 1.355 -0.065
O 1.052 -0.990 2.556 0.034
C 1.068 -1.732 3.665 -0.739
F 1.975 -2.714 3.641 0.177
F -0.124 -2.326 3.870 0.160
F 1.313 -0.983 4.717 0.201
O 2.161 -0.648 -0.338 -0.106
C 2.431 0.724 -0.542 -0.426
C 2.474 0.841 -2.083 -0.098
C 2.400 2.256 -2.627 -0.240
N 3.368 2.865 -3.144 0.126
S 4.118 0.852 0.184 0.666
O 5.004 0.147 -0.666 -0.229
O 4.162 0.300 1.493 -0.243
F 4.603 2.364 0.148 -0.152
C 1.208 1.378 0.233 -0.313
P 1.682 2.161 1.856 0.461
S 0.339 3.560 2.223 0.128
C -0.034 0.363 0.202 -0.239
C -0.751 0.963 -1.071 -0.118
C -2.150 0.405 -1.438 -0.182
C -3.205 1.567 -1.481 -0.196
S -4.882 1.034 -1.118 0.586
O -5.765 2.047 -1.628 -0.304
O -5.021 0.958 0.302 -0.276
O -5.215 -0.332 -1.889 -0.150
C -1.057 0.570 1.353 -0.099
C -1.998 -0.584 1.790 -0.383
C -2.128 -1.990 1.234 -0.021
N -2.734 -0.344 2.779 0.154
H 1.338 -4.012 -0.309 0.081
H 2.478 -3.036 -1.317 0.080
H 1.141 -3.943 -2.039 0.069
H -0.465 -2.597 -2.636 0.119
H 2.095 -2.174 1.263 0.149
H 0.451 -2.686 1.415 0.119
H 1.670 0.201 -2.462 0.123
H 3.392 0.399 -2.494 0.129
H 1.427 2.772 -2.521 0.116
H 3.016 3.787 -3.411 0.062
H 1.077 2.287 -0.371 0.086
H 2.930 2.810 1.797 -0.013
H 1.659 1.274 2.946 -0.005
H -0.899 2.025 -0.830 0.113
H -0.124 0.952 -1.969 0.106
H -2.104 0.046 -2.473 0.111
H -2.533 -0.424 -0.844 0.086
H -3.209 1.964 -2.501 0.112
H -2.987 2.357 -0.758 0.111
H -6.187 -0.312 -1.979 0.105
H -1.710 1.399 1.055 0.112
H -0.613 0.924 2.288 0.062
H -2.059 -2.098 0.147 0.061
H -3.135 -2.336 1.500 0.095
H -1.464 -2.670 1.777 0.070
H -2.563 0.607 3.119 0.072
```

SMILES: [H]/N=C(/C)C[C@@]1(CCCS(=O)(=O)O)[C@@H]([PH2]=S)[C@@](C/C=N/[H])(S(=O)(=O)F)O[C@]1(COC(F)(F)F)B(C)O
LUMO: -0.26 eV
DFT total energy: -88675.5319 eV

=====

Density functional theory data (ωB97M-V/def2-TZVPD) for 5 unconnected molecules or ions with the total composition C15H26BrClN3O18S4 at a distorted geometry.

Structure (XYZ):
```
68
Properties=species:S:1:pos:R:3:lowdin_charge:R:1
N -5.699 0.650 1.186 0.272
C -4.618 1.342 0.924 -0.359
N -3.533 1.529 1.739 0.134
C -2.391 1.890 0.837 -0.053
C -2.981 1.542 -0.568 -0.419
C -2.305 2.477 -1.584 -0.102
C -0.844 2.141 -1.798 -0.772
O -0.082 1.742 -0.976 0.078
Cl -0.265 2.435 -3.467 0.684
C -2.761 0.037 -0.826 -0.082
C -3.961 -0.707 -1.393 -0.760
O -4.321 -1.736 -0.902 0.054
Br -4.988 -0.002 -2.899 0.789
N -4.355 1.974 -0.261 0.180
H -6.121 0.555 2.098 0.152
H -6.110 0.117 0.432 0.136
H -3.336 0.561 2.028 0.138
H -1.423 1.480 1.083 0.133
H -2.448 2.982 0.840 0.135
H -2.802 2.366 -2.549 0.102
H -2.366 3.508 -1.229 0.146
H -2.513 -0.409 0.137 0.078
H -1.919 -0.164 -1.492 0.147
H -5.050 1.849 -0.994 0.102
C 0.554 -3.505 0.355 -0.137
C -0.411 -4.179 1.303 -0.135
O -0.537 -3.253 2.400 -0.167
S -0.395 -1.766 1.858 0.608
O -1.708 -1.223 1.666 -0.270
O 0.570 -1.080 2.629 -0.188
O 0.204 -2.103 0.420 -0.183
H 1.585 -3.617 0.689 0.092
H 0.459 -3.873 -0.663 0.142
H -0.050 -5.140 1.655 0.145
H -1.398 -4.304 0.851 0.134
C 6.014 -1.275 0.733 -0.152
C 4.983 -1.335 -0.374 -0.164
O 4.625 -2.718 -0.461 -0.251
S 4.715 -3.376 0.996 0.625
O 3.411 -3.402 1.573 -0.241
O 5.515 -4.539 0.916 -0.192
O 5.550 -2.211 1.712 -0.176
H 6.994 -1.602 0.382 0.139
H 6.098 -0.283 1.169 0.137
H 5.371 -0.986 -1.327 0.130
H 4.087 -0.765 -0.114 0.134
C 3.718 -2.413 -5.366 -0.168
C 5.121 -2.216 -5.899 -0.164
O 5.972 -2.523 -4.789 -0.183
S 5.288 -3.664 -3.885 0.641
O 5.829 -4.921 -4.244 -0.196
O 5.256 -3.212 -2.535 -0.219
O 3.808 -3.556 -4.508 -0.186
H 3.398 -1.558 -4.765 0.130
H 2.994 -2.591 -6.157 0.135
H 5.298 -1.202 -6.246 0.136
H 5.344 -2.920 -6.704 0.137
C -3.284 4.418 4.638 -0.172
C -1.882 4.978 4.736 -0.162
O -1.789 5.890 3.635 -0.189
S -3.226 6.554 3.362 0.605
O -3.279 7.819 3.991 -0.198
O -3.540 6.375 1.989 -0.230
O -4.099 5.519 4.231 -0.186
H -3.350 3.645 3.867 0.111
H -3.634 4.016 5.585 0.137
H -1.116 4.211 4.661 0.136
H -1.741 5.539 5.662 0.138
```

net charge: +1
ΔE to the lowest compared entry with this formula, charge and spin: 0.0 kJ/mol
LUMO: -3.46 eV
DFT total energy: -183197.8090 eV

=====

Density functional theory data (ωB97M-V/def2-TZVPD) for a molecular structure, C15H26ClO2P2SeSn at a distorted geometry.

Structure (XYZ):
```
48
Properties=species:S:1:pos:R:3:lowdin_charge:R:1
C 0.251 -0.222 -5.235 0.034
C 0.411 -0.203 -3.810 -0.293
H 1.258 -0.111 -5.716 0.167
H -0.411 0.606 -5.581 0.152
H -0.204 -1.181 -5.567 0.153
O 1.334 -0.136 -3.063 0.127
Cl -1.818 -0.385 -2.792 0.406
Sn -0.317 -0.194 -1.108 0.465
P -0.210 2.408 -0.834 0.734
C 1.134 3.103 0.181 -0.202
C -0.029 3.188 -2.439 -0.241
H -0.237 4.270 -2.320 0.091
H -1.667 4.246 -0.321 0.092
H -0.743 2.757 -3.173 0.061
H -2.596 2.746 -0.592 0.069
H 2.112 2.757 -0.185 0.069
H 0.999 3.056 -2.828 0.076
C -1.705 3.167 -0.114 -0.210
H 1.097 4.203 0.096 0.096
H -1.750 2.997 0.966 0.033
H 1.016 2.821 1.235 0.065
P 0.063 -2.741 -0.512 0.742
C 1.484 -3.293 0.476 -0.206
C -1.356 -3.551 0.307 -0.209
H -0.430 -3.248 -2.831 0.045
H -0.005 -4.706 -1.875 0.090
H 1.281 -3.581 -2.424 0.075
C 0.244 -3.645 -2.059 -0.239
H -2.276 -3.341 -0.250 0.072
H -1.182 -4.638 0.307 0.092
H 1.457 -4.393 0.561 0.099
H 1.475 -2.859 1.485 0.051
H -1.467 -3.194 1.334 0.047
H 2.423 -3.003 -0.023 0.075
C 1.775 -0.040 0.761 -0.029
O 2.610 0.124 1.538 0.153
Se -2.040 -0.077 1.169 0.723
C -1.019 0.244 2.727 -0.655
C -1.221 1.452 3.450 -0.121
C -0.486 1.718 4.627 -0.040
C 0.424 0.762 5.099 -0.041
C 0.638 -0.399 4.379 -0.064
C -0.072 -0.665 3.220 -0.167
H -1.979 2.189 3.090 0.107
H -0.658 2.685 5.157 0.136
H 0.966 0.993 6.036 0.138
H 1.362 -1.110 4.758 0.124
H 0.067 -1.576 2.691 0.060
```

net charge: +3
LUMO (spin up / spin down): -12.62 / -12.62 eV
DFT total energy: -122319.8306 eV

=====

Density functional theory data (ωB97M-V/def2-TZVPD) for a molecular structure, C15H26ClO2P2Sm at a distorted geometry.

Structure (XYZ):
```
47
Properties=species:S:1:pos:R:3:lowdin_spin:R:1
C -1.319 -0.443 -2.359 0.000
C -0.728 -0.967 -1.093 0.000
H -2.409 -0.559 -2.262 0.000
H -0.955 -0.978 -3.245 0.000
H -1.082 0.616 -2.506 0.000
O -1.329 -0.957 -0.003 -0.001
Cl 1.500 1.076 -1.245 -0.015
Sm 1.840 0.665 1.447 5.366
P 0.994 -1.891 -0.959 -0.001
C 0.575 -3.297 0.105 0.000
C 0.969 -2.536 -2.652 0.000
H 1.749 -3.305 -2.706 0.000
H 3.175 -2.841 -1.099 0.000
H 1.222 -1.716 -3.343 0.000
H 3.336 -1.068 -1.256 0.000
H -0.494 -3.545 0.068 0.000
H -0.007 -2.968 -2.899 0.000
C 2.834 -1.870 -0.693 0.000
H 1.170 -4.135 -0.275 0.000
H 3.154 -1.848 0.368 0.000
H 0.873 -3.090 1.144 0.000
P -0.808 2.089 0.951 -0.016
C -2.133 2.122 2.210 -0.001
C -0.182 3.808 1.109 -0.002
H -1.294 2.437 -1.404 0.000
H -2.446 3.307 -0.342 -0.001
H -2.615 1.535 -0.579 0.000
C -1.899 2.363 -0.494 -0.003
H 0.515 4.016 0.285 0.000
H -1.038 4.492 1.058 -0.001
H -2.662 3.080 2.129 0.000
H -1.706 2.012 3.210 0.000
H 0.334 3.934 2.066 0.000
H -2.830 1.295 2.026 0.000
C -0.247 -0.725 2.959 -0.097
O -1.321 -1.161 3.015 -0.069
C 3.550 0.872 3.163 -0.048
C 2.462 1.633 3.630 0.002
C 1.207 1.040 3.783 -0.054
C 1.023 -0.337 3.480 -0.021
C 2.151 -1.123 3.101 -0.032
C 3.407 -0.518 2.978 0.000
H 4.496 1.359 2.929 -0.002
H 2.591 2.704 3.845 0.001
H 0.320 1.597 4.101 -0.002
H 1.981 -2.174 2.896 -0.001
H 4.274 -1.133 2.703 0.001
```

net charge: +2
multiplicity: 6
LUMO (spin up / spin down): -7.98 / -7.82 eV
DFT total energy: -69059.0503 eV